[1]
{"formula": "C51H51AsCsF4N7O6S", "method": "ωB97M-V/def2-TZVPD", "species": ["Cs", "O", "C", "C", "C", "C", "C", "C", "C", "N", "C", "C", "N", "C", "C", "C", "C", "C", "C", "C", "O", "H", "H", "H", "H", "H", "H", "H", "H", "H", "H", "H", "H", "H", "H", "O", "H", "H", "N", "C", "H", "C", "C", "C", "C", "C", "C", "C", "S", "C", "O", "H", "H", "H", "H", "H", "H", "H", "H", "H", "H", "F", "C", "C", "F", "C", "C", "C", "F", "C", "C", "C", "N", "C", "N", "F", "C", "C", "N", "C", "N", "C", "H", "H", "H", "C", "C", "C", "C", "C", "C", "C", "O", "C", "C", "C", "H", "H", "H", "H", "H", "H", "H", "H", "H", "H", "H", "H", "C", "As", "C", "C", "O", "H", "H", "H", "H", "H", "H", "H", "H", "H"], "positions_angstrom": [[0.877, 1.890, 0.440], [2.806, 5.875, -2.771], [1.957, 6.150, -3.658], [2.117, 6.936, -4.878], [1.142, 7.311, -5.702], [-0.208, 6.894, -5.512], [-0.462, 5.918, -4.569], [0.542, 5.527, -3.649], [0.216, 4.459, -2.743], [-0.713, 3.579, -2.614], [-1.281, 2.799, -3.764], [-1.826, 1.494, -3.182], [-0.860, 0.777, -2.236], [0.004, -0.005, -2.720], [0.201, -0.287, -4.137], [-0.569, -1.213, -4.868], [-0.315, -1.532, -6.210], [0.902, -1.198, -6.796], [1.646, -0.252, -6.160], [1.207, 0.380, -4.911], [1.842, 1.452, -4.524], [3.107, 7.305, -5.076], [1.353, 7.903, -6.619], [-1.027, 7.396, -6.067], [-1.442, 5.434, -4.479], [0.872, 4.392, -1.812], [-0.515, 2.507, -4.532], [-2.121, 3.342, -4.248], [-2.122, 0.780, -3.951], [-2.709, 1.611, -2.491], [0.608, -0.677, -2.123], [-1.393, -1.669, -4.284], [-1.048, -2.103, -6.718], [1.163, -1.691, -7.706], [2.534, 0.110, -6.565], [2.838, 1.579, -1.727], [2.737, 1.493, -2.689], [3.163, 0.775, -1.387], [1.623, 1.966, 3.848], [2.578, 1.342, 3.542], [0.565, 2.143, 3.701], [-6.201, 4.966, 6.214], [-4.845, 4.611, 5.662], [-4.333, 3.365, 5.450], [-3.179, 3.181, 4.722], [-2.429, 4.249, 4.279], [-2.880, 5.554, 4.445], [-4.089, 5.697, 5.123], [-1.272, 3.827, 2.888], [-0.030, 5.027, 3.379], [-0.813, 2.405, 3.323], [-6.122, 5.591, 7.131], [-6.793, 4.091, 6.460], [-6.805, 5.523, 5.474], [-4.834, 2.550, 5.970], [-2.704, 2.243, 4.508], [-2.315, 6.415, 4.029], [-4.480, 6.693, 5.191], [0.845, 4.550, 3.013], [0.016, 5.045, 4.440], [-0.189, 6.013, 2.852], [3.967, -4.090, -3.973], [3.290, -5.235, -3.627], [3.719, -6.363, -4.335], [4.641, -6.049, -5.330], [2.974, -7.606, -4.340], [1.932, -7.632, -3.340], [1.488, -6.467, -2.730], [0.467, -6.563, -1.835], [2.208, -5.245, -2.737], [1.856, -4.058, -1.951], [0.659, -3.908, -1.319], [-0.347, -3.413, -0.908], [2.875, -3.108, -1.516], [3.762, -2.381, -1.218], [1.124, -8.741, -3.340], [3.385, -8.749, -5.100], [3.993, -8.602, -6.352], [4.416, -8.553, -7.435], [3.110, -10.092, -4.770], [2.931, -11.233, -4.462], [-1.311, -3.603, 0.139], [-2.284, -3.876, -0.316], [-1.436, -2.669, 0.715], [-0.992, -4.508, 0.727], [-5.885, -3.400, 5.573], [-4.716, -2.656, 4.907], [-4.920, -1.772, 3.854], [-3.898, -1.250, 3.099], [-4.124, -0.406, 1.872], [-2.578, -1.497, 3.579], [-1.404, -0.965, 2.973], [-1.178, -0.687, 1.789], [-2.356, -2.189, 4.811], [-0.934, -2.359, 5.310], [-3.410, -2.750, 5.449], [-5.815, -4.517, 5.273], [-6.910, -3.054, 5.385], [-5.683, -3.373, 6.648], [-5.960, -1.681, 3.576], [-3.503, 0.502, 1.812], [-5.217, -0.151, 1.787], [-3.918, -1.048, 0.968], [-0.568, -0.971, 3.628], [-0.447, -1.361, 5.511], [-0.333, -2.823, 4.500], [-0.952, -3.022, 6.174], [-3.314, -3.243, 6.420], [4.457, -1.637, 2.976], [4.633, -0.243, 1.653], [5.875, 1.213, 2.444], [6.194, -0.829, 0.490], [3.438, 0.395, 0.726], [4.115, -2.628, 2.467], [3.689, -1.228, 3.681], [5.397, -1.785, 3.517], [5.277, 1.913, 2.942], [6.472, 1.792, 1.678], [6.519, 0.797, 3.186], [7.198, -0.887, 0.930], [6.057, -0.131, -0.323], [5.734, -1.810, 0.084]], "forces_ev_per_a": [[-0.1, -0.2, -1.0], [-0.5, 0.8, -1.1], [-2.4, -1.7, 0.2], [2.2, -0.2, 1.8], [-2.4, 0.4, -1.4], [-0.4, 0.5, -0.5], [0.7, 0.2, 0.5], [1.1, -0.1, -1.0], [0.8, 0.1, 2.4], [0.3, -1.6, -1.3], [-0.2, 0.7, 0.5], [0.1, -0.9, 1.8], [-0.5, 0.5, 0.3], [-0.7, -0.2, -1.1], [0.4, -0.5, -2.7], [-0.2, 0.4, 0.7], [-0.5, -0.5, 1.5], [-0.8, 0.5, 0.6], [-1.4, 0.1, 1.3], [2.2, 1.2, 0.1], [-0.8, -1.5, 0.2], [0.5, 0.0, 0.0], [0.0, -0.2, 0.8], [0.6, -0.7, 0.1], [0.3, 0.4, 0.0], [-0.4, 1.0, -0.8], [-0.4, 0.7, 0.7], [0.3, -0.4, 0.0], [0.1, 0.2, -0.3], [0.6, 0.5, -0.8], [0.3, 0.4, 1.0], [0.2, 0.1, -0.8], [-0.4, -0.9, -0.5], [0.4, 0.1, -0.6], [1.5, 0.6, -0.5], [-0.6, 1.6, -0.3], [-0.4, 0.0, -0.5], [0.8, -1.6, 0.6], [0.8, -1.2, -0.7], [-0.9, 0.8, 0.9], [0.6, 0.2, 0.3], [-0.2, 0.2, 0.5], [0.5, 2.6, -1.4], [-0.5, -1.0, 1.2], [1.2, 0.0, 0.1], [-0.5, -0.1, -2.1], [-0.2, 0.2, 0.2], [0.2, -0.2, 0.1], [-0.8, -0.9, 2.2], [-0.3, 0.4, -1.3], [-0.5, 1.7, -0.8], [0.0, -0.4, -0.6], [0.1, -0.2, 0.1], [0.5, -0.1, 0.3], [0.1, -0.3, -0.5], [-0.4, -0.7, 0.1], [-0.7, -0.6, 0.4], [-0.3, 0.4, 0.2], [1.2, 0.0, -0.4], [0.0, 0.4, 0.8], [0.1, -1.2, 0.7], [-0.9, -0.8, 1.0], [0.6, 0.0, -1.0], [-1.0, 0.5, -1.2], [-0.9, -1.1, 1.3], [1.0, 0.8, 1.8], [-0.1, 0.2, -2.1], [1.1, 0.1, 1.2], [-0.1, 0.0, -0.3], [0.3, -0.4, -1.1], [-0.3, 0.2, 1.3], [0.7, 1.2, -0.4], [-0.3, -0.3, -0.6], [2.1, 1.3, 0.4], [-2.9, -2.2, -0.7], [0.5, 0.8, 0.5], [-0.4, -0.1, 0.0], [0.5, 0.1, -1.5], [-0.1, 0.0, 0.8], [-0.8, -3.5, 1.5], [0.6, 3.6, -1.1], [0.0, -1.2, 0.4], [0.5, 0.4, 0.1], [0.2, -0.6, -0.2], [-0.4, 1.1, 0.1], [1.2, -1.5, -0.2], [0.0, 0.7, 0.7], [-1.1, -1.5, 0.0], [1.8, 0.6, 0.3], [-1.1, -0.7, -0.9], [-1.9, -0.1, 0.8], [1.3, 0.1, -3.0], [-0.9, 0.0, 1.4], [0.9, 0.8, -1.3], [0.2, 0.4, -0.4], [-1.9, -0.8, 0.6], [-0.2, 1.7, 0.4], [0.5, 0.1, -0.2], [-0.3, -0.1, 0.0], [-0.1, 0.4, -0.4], [-0.2, -0.5, 0.0], [1.1, 0.0, 0.2], [0.1, 0.8, 0.8], [1.0, 0.6, 0.6], [-0.5, -1.2, 0.2], [-0.2, 0.1, 0.7], [0.3, 0.2, 0.1], [0.3, -0.1, -0.4], [-1.7, -0.9, 0.0], [4.6, 1.6, -1.0], [-0.7, -0.3, -1.3], [-3.1, -2.1, -0.3], [-0.4, -0.5, 0.6], [0.5, 1.9, 0.9], [0.5, -0.8, -0.5], [-0.1, 0.1, -0.4], [-1.0, 1.1, 0.8], [-0.8, -1.1, 0.5], [0.6, -0.6, 0.4], [-0.6, 0.0, 0.0], [0.5, 0.3, -0.3], [1.5, 1.2, 0.4]], "lowdin_charge": [0.93, -0.08, -0.38, -0.08, -0.17, -0.16, -0.09, -0.13, -0.19, 0.00, -0.22, -0.21, 0.01, -0.19, -0.20, -0.09, -0.16, -0.14, -0.04, -0.38, -0.13, 0.08, 0.09, 0.07, 0.09, 0.09, 0.12, 0.09, 0.09, 0.10, 0.10, 0.10, 0.06, 0.08, 0.07, -0.19, 0.02, -0.05, 0.02, -0.06, -0.03, -0.05, -0.26, -0.04, -0.07, -0.36, -0.07, -0.03, 1.01, -0.23, -0.61, 0.09, 0.07, 0.09, 0.12, 0.09, 0.12, 0.11, 0.03, 0.06, 0.10, 0.08, -0.14, -0.10, 0.04, -0.05, -0.13, -0.15, 0.06, -0.07, -0.14, -0.02, 0.10, -0.14, 0.18, 0.05, -0.25, -0.28, 0.10, -0.26, 0.07, -0.07, 0.09, 0.06, 0.10, -0.05, -0.24, -0.02, -0.19, -0.02, -0.10, -0.22, 0.00, -0.21, -0.04, -0.02, 0.11, 0.07, 0.06, 0.11, 0.09, 0.09, 0.11, 0.09, 0.10, 0.10, 0.08, 0.12, -0.24, 0.97, -0.20, -0.23, -0.65, 0.07, 0.00, 0.03, -0.04, 0.06, 0.00, 0.03, 0.02, 0.01], "lumo_energy_ev": 2.0, "total_charge": -2, "orbital_gap_ev": 3.48, "homo_ev": -1.5, "energy_ev": -159512.773, "mol_weight_g_mol": 1173.898}

---

[2]
{"formula": "C51H52AsF9N4O2PS6Sc", "method": "ωB97M-V/def2-TZVPD", "species": ["Sc", "O", "N", "C", "C", "C", "C", "C", "S", "H", "H", "H", "H", "S", "As", "S", "S", "S", "N", "C", "C", "C", "C", "C", "N", "H", "H", "H", "H", "H", "H", "C", "S", "C", "O", "H", "H", "H", "H", "H", "H", "C", "C", "C", "C", "C", "C", "C", "C", "N", "C", "C", "C", "C", "C", "C", "C", "C", "C", "C", "H", "H", "H", "H", "H", "H", "H", "H", "H", "H", "H", "H", "H", "H", "H", "H", "H", "H", "H", "H", "H", "H", "H", "H", "F", "C", "F", "F", "C", "C", "C", "C", "C", "C", "P", "C", "C", "C", "C", "C", "C", "C", "F", "F", "F", "C", "C", "C", "C", "C", "C", "C", "F", "F", "F", "H", "H", "H", "H", "H", "H", "H", "H", "H", "H", "H", "H"], "positions_angstrom": [[1.143, 0.201, -0.029], [-0.246, 0.481, 1.726], [-0.293, 1.189, 2.839], [-1.437, 1.134, 3.558], [-1.572, 1.775, 4.753], [-0.475, 2.511, 5.235], [0.673, 2.570, 4.497], [0.812, 1.902, 3.244], [2.202, 1.902, 2.313], [-2.221, 0.533, 3.124], [-2.501, 1.696, 5.299], [-0.538, 3.020, 6.191], [1.541, 3.117, 4.836], [5.585, 0.817, 1.539], [4.382, -0.160, 0.108], [2.784, -1.367, 1.115], [3.136, 1.199, -1.108], [5.515, -1.446, -1.168], [2.776, -3.140, -1.617], [1.573, -3.004, -2.191], [1.255, -3.695, -3.393], [-0.030, -3.679, -3.857], [-1.007, -2.960, -3.153], [-0.596, -2.256, -2.044], [0.661, -2.236, -1.563], [3.588, -3.303, -2.187], [2.963, -2.546, -0.813], [2.041, -4.240, -3.903], [-0.289, -4.220, -4.762], [-2.041, -2.933, -3.474], [-1.308, -1.663, -1.485], [-3.116, 0.878, -0.545], [-1.558, 1.588, -1.277], [-2.158, 1.339, -2.955], [-0.691, 0.354, -0.915], [-3.926, 1.580, -0.772], [-2.951, 0.855, 0.536], [-3.353, -0.128, -0.912], [-3.241, 1.447, -2.935], [-1.872, 0.325, -3.255], [-1.703, 2.062, -3.625], [0.834, 4.117, -6.826], [0.806, 3.018, -5.789], [0.967, 1.692, -6.164], [0.974, 0.697, -5.179], [1.173, -0.752, -5.548], [0.803, 1.042, -3.854], [0.611, 2.378, -3.414], [0.630, 3.353, -4.447], [0.337, 2.575, -2.076], [0.453, 3.917, -1.449], [1.835, 4.558, -1.728], [1.993, 5.891, -0.986], [1.933, 5.639, 0.521], [0.576, 5.022, 0.859], [-0.545, 5.992, 0.471], [-0.494, 6.242, -1.041], [0.868, 6.847, -1.405], [-0.688, 4.916, -1.793], [0.404, 3.713, 0.083], [0.769, 3.706, -7.836], [1.760, 4.696, -6.758], [0.003, 4.813, -6.687], [1.112, 1.428, -7.209], [1.426, -0.856, -6.606], [0.268, -1.333, -5.353], [1.975, -1.198, -4.954], [0.838, 0.258, -3.112], [0.507, 4.400, -4.222], [1.986, 4.720, -2.792], [2.597, 3.848, -1.405], [2.960, 6.336, -1.244], [2.086, 6.571, 1.079], [2.725, 4.941, 0.807], [0.526, 4.808, 1.929], [-0.431, 6.940, 1.013], [-1.517, 5.568, 0.746], [-1.291, 6.939, -1.324], [0.989, 7.817, -0.905], [0.917, 7.026, -2.487], [-0.743, 5.113, -2.865], [-1.643, 4.464, -1.501], [-0.544, 3.262, 0.382], [1.200, 3.027, 0.350], [-1.069, -1.763, 8.262], [0.078, -1.443, 7.623], [0.312, -0.139, 7.859], [1.068, -2.129, 8.241], [0.015, -1.746, 6.160], [-0.895, -2.673, 5.677], [-0.939, -2.947, 4.318], [-0.077, -2.309, 3.423], [0.854, -1.403, 3.935], [0.899, -1.122, 5.295], [-0.200, -2.534, 1.576], [0.594, -4.180, 1.354], [0.315, -4.937, 0.211], [1.023, -6.092, -0.070], [2.041, -6.497, 0.781], [2.350, -5.752, 1.903], [1.630, -4.599, 2.185], [2.771, -7.763, 0.475], [3.898, -7.898, 1.196], [3.114, -7.853, -0.827], [2.007, -8.857, 0.736], [-2.002, -2.984, 1.504], [-2.581, -4.252, 1.495], [-3.960, -4.403, 1.453], [-4.782, -3.287, 1.431], [-4.230, -2.018, 1.426], [-2.850, -1.877, 1.449], [-6.263, -3.485, 1.384], [-6.673, -3.953, 0.185], [-6.675, -4.386, 2.302], [-6.940, -2.345, 1.614], [-1.577, -3.171, 6.355], [-1.667, -3.664, 3.957], [1.546, -0.899, 3.267], [1.614, -0.397, 5.668], [-0.447, -4.607, -0.488], [0.802, -6.662, -0.966], [3.168, -6.053, 2.545], [1.898, -4.004, 3.050], [-1.958, -5.136, 1.547], [-4.401, -5.394, 1.448], [-4.873, -1.145, 1.396], [-2.388, -0.895, 1.404]], "forces_ev_per_a": [[0.8, 0.3, 1.3], [-0.2, -0.1, -0.7], [0.0, 0.1, 0.2], [0.0, 0.0, 0.0], [0.0, 0.0, 0.0], [0.1, 0.0, 0.0], [-0.1, 0.0, 0.0], [0.1, 0.0, 0.0], [0.0, -0.1, 0.0], [0.1, 0.0, -0.1], [0.0, 0.0, 0.0], [0.0, 0.0, 0.0], [0.0, 0.0, 0.0], [-0.2, 0.1, 0.0], [1.0, -0.3, 0.1], [-0.2, 0.1, -0.3], [-0.5, -0.3, 0.1], [-0.1, 0.0, 0.0], [-0.1, 0.0, -0.1], [0.0, 0.0, 0.0], [0.1, 0.0, 0.1], [0.0, 0.0, 0.0], [0.0, -0.1, 0.0], [0.1, -0.1, 0.1], [-0.5, 0.2, -0.3], [0.1, 0.0, 0.0], [0.1, 0.0, 0.1], [-0.1, 0.0, 0.0], [0.0, 0.0, 0.0], [0.0, 0.0, 0.0], [0.0, 0.0, 0.0], [0.1, 0.1, 0.0], [-0.6, -0.5, 0.3], [0.1, 0.0, -0.1], [-0.4, 0.3, -0.6], [0.0, -0.1, 0.0], [0.0, 0.0, -0.1], [0.1, 0.2, 0.0], [0.0, 0.0, 0.0], [-0.1, 0.2, 0.0], [0.0, -0.1, 0.0], [0.0, -0.1, 0.0], [0.0, 0.0, 0.1], [0.0, 0.0, 0.0], [0.0, 0.1, 0.0], [0.0, 0.1, 0.0], [0.0, 0.1, -0.1], [-0.1, 0.2, 0.4], [0.1, -0.1, 0.0], [0.3, 0.3, -0.2], [0.0, -0.2, -0.2], [-0.2, 0.0, 0.0], [-0.1, 0.0, 0.0], [0.0, 0.0, 0.0], [0.0, 0.0, -0.1], [0.0, 0.0, 0.0], [0.0, -0.1, 0.0], [0.0, 0.0, 0.0], [0.2, -0.1, 0.0], [-0.1, 0.2, -0.3], [0.0, 0.0, 0.0], [0.0, 0.0, 0.0], [0.0, 0.0, 0.0], [0.0, 0.0, 0.1], [0.0, 0.0, 0.0], [0.0, 0.0, 0.0], [0.0, 0.0, 0.0], [0.0, -0.1, 0.1], [0.0, 0.1, 0.1], [0.0, 0.0, -0.1], [0.0, 0.0, 0.0], [0.0, 0.0, 0.0], [0.0, 0.0, 0.0], [0.0, 0.0, 0.0], [0.0, 0.0, 0.1], [0.0, 0.0, 0.0], [0.0, 0.0, 0.0], [0.0, 0.0, 0.0], [0.0, 0.0, 0.0], [0.0, 0.0, 0.0], [0.0, 0.0, 0.0], [0.0, 0.0, 0.0], [-0.1, -0.1, 0.0], [0.1, -0.1, 0.0], [0.1, 0.0, 0.1], [0.0, 0.0, -0.1], [0.0, 0.0, 0.1], [-0.1, 0.1, 0.1], [0.0, 0.0, -0.1], [-0.1, -0.1, -0.1], [0.0, 0.0, 0.0], [-0.1, 0.0, 0.0], [0.0, 0.1, -0.1], [0.1, 0.0, -0.1], [-0.1, -0.4, 0.2], [0.1, 0.0, -0.1], [0.0, 0.1, 0.0], [-0.1, 0.1, 0.0], [-0.1, 0.0, 0.0], [0.1, 0.1, 0.1], [0.0, 0.0, 0.1], [0.0, 0.1, 0.0], [-0.1, -0.1, -0.1], [0.0, -0.1, 0.1], [0.1, 0.0, 0.0], [0.0, 0.1, 0.0], [0.0, -0.1, 0.1], [0.1, -0.2, 0.0], [0.0, 0.0, 0.0], [0.1, 0.2, 0.0], [0.0, 0.1, -0.1], [0.2, 0.1, 0.0], [-0.1, 0.0, 0.0], [-0.1, 0.0, 0.0], [-0.1, -0.1, 0.0], [0.0, 0.0, 0.0], [0.0, 0.0, 0.0], [0.0, 0.0, 0.0], [0.0, 0.0, 0.0], [0.0, 0.0, 0.0], [0.0, 0.0, 0.0], [-0.1, 0.0, 0.0], [0.0, 0.0, 0.0], [0.0, 0.0, 0.0], [0.1, 0.1, 0.0], [0.1, 0.0, 0.0], [-0.1, -0.1, 0.1]], "lowdin_charge": [0.43, -0.32, -0.20, -0.04, -0.09, -0.10, -0.10, -0.69, 0.69, 0.12, 0.09, 0.10, 0.10, -0.20, -0.48, 0.07, 0.10, -0.18, 0.13, -0.39, -0.04, -0.11, -0.10, -0.19, 0.09, 0.06, -0.07, 0.11, 0.10, 0.09, 0.08, -0.25, 0.94, -0.20, -0.65, 0.04, 0.02, 0.05, 0.05, 0.07, 0.05, -0.07, -0.30, -0.05, -0.27, -0.05, -0.04, -0.32, -0.02, -0.09, -0.44, -0.09, -0.28, -0.12, -0.28, -0.13, -0.30, -0.13, -0.09, -0.15, 0.06, 0.07, 0.07, 0.09, 0.07, 0.06, 0.08, 0.08, 0.08, 0.10, 0.07, 0.13, 0.11, 0.12, 0.13, 0.11, 0.11, 0.13, 0.11, 0.11, 0.10, 0.10, 0.09, 0.01, 0.12, -0.58, 0.13, 0.13, -0.14, -0.02, -0.06, -0.32, -0.09, 0.01, 1.10, -0.35, -0.10, -0.01, -0.14, 0.00, -0.07, -0.57, 0.13, 0.13, 0.11, -0.34, -0.07, -0.01, -0.14, 0.00, -0.09, -0.58, 0.13, 0.12, 0.13, 0.11, 0.10, 0.02, 0.13, 0.10, 0.12, 0.12, 0.10, 0.10, 0.12, 0.12, 0.06], "lumo_energy_ev": 3.4, "total_charge": -2, "orbital_gap_ev": 5.13, "homo_ev": -1.7, "energy_ev": -244093.063, "mol_weight_g_mol": 1267.239}